This record from OMol25 describes a molecular structure, C42H51ClN4O11P3SSc at a distorted geometry. The level of theory is ωB97M-V/def2-TZVPD.

```
! RIJCOSX wB97M-V def2-TZVPD def2/J DEFGRID3
* xyz -2 1
Sc -0.3501 -1.1319 0.9451
Cl 2.1181 2.7995 6.9883
C 1.7685 1.9856 5.4696
C 2.7978 1.3058 4.8042
C 2.5558 0.6654 3.6164
C 1.2602 0.6758 3.0321
O 1.0446 0.0912 1.9132
C 0.2376 1.3588 3.7376
C -1.1238 1.3520 3.2356
O -1.5003 0.8167 2.2097
C 0.5025 2.0054 4.9500
H 3.7851 1.2784 5.2477
H 3.3259 0.0963 3.1124
H -1.8610 1.8964 3.8628
H -0.3011 2.5133 5.4710
O -0.6176 -1.4913 4.9744
P -0.3149 -2.5575 3.8152
O -0.4995 -3.9500 4.2957
O -1.0856 -2.0941 2.5971
O 1.2532 -2.3103 3.5109
P 1.9622 -2.9980 2.1935
O 1.6173 -4.5365 2.4356
O 3.4147 -2.7653 2.2037
O 1.1687 -2.4852 0.9967
H -0.3724 -1.8715 5.8220
H 0.8342 -4.6598 3.0001
C -5.9676 1.7962 5.6253
O -5.1617 2.4383 4.6663
C -5.5878 2.4005 3.3648
C -6.8217 1.9162 2.9571
C -7.1432 1.9293 1.6017
C -6.2420 2.3731 0.6542
C -5.0135 2.8859 1.0808
C -4.6929 2.9021 2.4186
N -6.6859 2.4272 -0.7176
N -5.9342 2.0875 -1.6502
C -4.7030 1.4349 -1.4125
C -3.6415 1.8775 -2.1742
C -2.3197 1.5031 -1.9187
C -2.0343 0.6184 -0.8787
O -0.8476 0.2578 -0.5412
C -3.1586 0.0239 -0.1886
N -2.8291 -0.9388 0.6993
C -3.7764 -1.5919 1.3169
C -5.1393 -1.3369 1.0683
C -5.4871 -0.3477 0.1935
C -4.4798 0.3993 -0.4552
H -5.4341 1.8675 6.5704
H -6.1192 0.7424 5.3744
H -6.9426 2.2849 5.7248
H -7.5368 1.5272 3.6664
H -8.1057 1.5592 1.2709
H -4.2954 3.2453 0.3563
H -3.7338 3.2732 2.7524
H -3.8618 2.5981 -2.9541
H -1.5016 1.9030 -2.5025
H -3.4521 -2.3512 2.0190
H -5.8941 -1.9359 1.5601
H -6.5301 -0.1545 -0.0291
S -1.1384 -3.2628 -0.6776
C -2.5083 -2.9060 -1.5815
N -3.4553 -2.6721 -2.2120
C 5.6334 -3.0009 -1.7868
C 5.3894 -2.2341 -0.4907
C 4.4006 -1.0741 -0.7100
C 3.4289 -1.3531 -1.8725
C 3.0993 -2.8516 -1.8595
C 4.3340 -3.6667 -2.2681
P 1.8726 -0.3818 -1.6512
C 1.0899 -0.3430 -3.3546
C -0.0196 -1.3987 -3.4766
C -0.5126 -1.4908 -4.9149
C 0.5893 -2.0444 -5.8354
C 1.9895 -1.7244 -5.2928
C 2.0096 -0.3641 -4.6004
C 2.4245 1.4037 -1.5911
C 3.4798 1.8638 -2.6172
C 4.2242 3.1258 -2.1546
C 3.2708 4.0630 -1.4223
C 2.7790 3.4099 -0.1169
C 2.8121 1.8767 -0.1873
H 6.4163 -3.7528 -1.6523
H 5.9994 -2.3060 -2.5514
H 6.3307 -1.8465 -0.0917
H 4.9805 -2.9028 0.2683
H 4.9449 -0.1446 -0.9047
H 3.8283 -0.9352 0.2122
H 3.9206 -1.1148 -2.8241
H 2.2552 -3.0906 -2.5083
H 2.7776 -3.1143 -0.8504
H 4.3620 -3.7817 -3.3575
H 4.2553 -4.6719 -1.8460
H 0.5764 0.6260 -3.3404
H -0.8365 -1.1419 -2.8035
H 0.3249 -2.3810 -3.1454
H -0.8133 -0.4913 -5.2482
H -1.4056 -2.1153 -4.9625
H 0.4835 -1.6235 -6.8406
H 0.4771 -3.1269 -5.9373
H 2.7245 -1.7477 -6.1034
H 2.2964 -2.4896 -4.5766
H 1.6635 0.3918 -5.3157
H 3.0350 -0.0907 -4.3505
H 1.4776 1.9107 -1.8205
H 2.9895 2.0732 -3.5724
H 4.2060 1.0696 -2.8081
H 4.6833 3.6228 -3.0143
H 5.0412 2.8518 -1.4804
H 2.4216 4.2758 -2.0793
H 3.7499 5.0237 -1.2138
H 1.7577 3.7358 0.0961
H 3.3951 3.7470 0.7216
H 2.1336 1.4511 0.5490
H 3.8093 1.5111 0.0671
*
```

Gap between HOMO and LUMO ... 0.2391 hartree

Atom charges from the Mulliken analysis, given in e for atoms 1 to 99: 0.28 -0.30 0.06 -0.80 -0.42 0.04 1.15 1.14 -0.56 0.02 -1.05 0.43 0.40 -0.15 0.44 -0.44 0.07 -0.90 0.25 -0.06 0.09 -0.61 -0.77 0.39 0.26 0.41 -0.93 -0.44 0.94 -0.61 -0.42 -0.40 0.08 -0.27 -0.68 -0.54 0.01 -0.43 -1.02 0.09 0.37 -0.51 1.25 -0.68 -1.36 -0.56 0.91 0.25 0.37 0.34 0.38 0.37 0.37 0.41 0.36 0.34 0.52 0.43 0.66 -0.50 0.73 -0.84 -0.83 -0.90 0.19 0.35 0.06 -0.99 0.59 0.49 0.89 -1.23 -0.86 -0.49 -1.27 0.66 -0.75 -0.91 -0.83 -0.90 -0.23 0.50 0.27 0.54 0.17 0.20 -0.56 0.59 0.02 -0.34 0.23 0.50 0.31 -1.09 0.14 0.38 0.43 0.34 0.35

This record from OMol25 describes CH2N4O in the gas phase at a distorted geometry. The level of theory is ωB97M-V/def2-TZVPD.

```
! RIJCOSX wB97M-V def2-TZVPD def2/J DEFGRID3
* xyz 0 1
C -0.5252 -0.3381 0.1509
H -2.3107 0.4762 -0.1589
H 0.4465 1.7003 -0.1757
N -1.7753 -0.4674 -0.0737
N 0.4253 -1.3056 0.0747
N 1.6139 -1.1081 0.0636
N 0.4573 0.7716 0.2703
O 1.6682 0.2711 -0.1511
*
```

Gap between HOMO and LUMO ... 0.3397 hartree

Taken from the natural (NBO) analysis, the atomic charges in e are: 0.47 0.36 0.40 -0.63 -0.24 0.22 -0.36 -0.23

This record from OMol25 describes 2 unconnected molecules or ions with the total composition C4H8N2O2 at a distorted geometry. The level of theory is ωB97M-V/def2-TZVPD.

```
! RIJCOSX wB97M-V def2-TZVPD def2/J DEFGRID3
* xyz -1 2
C -1.9796 1.6172 0.2279
C -2.5770 1.5955 -0.9849
C -0.7280 0.3981 1.8235
N -0.9134 0.7938 0.5562
H -2.2564 2.2726 1.0542
H -2.1677 1.0306 -1.8150
H -3.4885 2.1627 -1.0930
H 0.0775 -0.2875 2.0541
H -1.3692 0.7549 2.6257
H -0.0544 0.4697 -0.2804
N 2.7450 -1.5354 -0.5517
C 1.4354 -1.0886 -0.2831
O 0.5996 -1.9062 0.0965
O 1.1874 0.0970 -0.7684
H 2.8038 -2.5377 -0.4627
H 3.0993 -1.2053 -1.4374
*
```

Gap between HOMO and LUMO (spin up / spin down) ... 0.1988 / 0.3166 hartree

Taken from the natural (NBO) analysis, the atomic charges in e are: 0.01 -0.58 -0.33 -0.61 0.16 0.20 0.18 0.18 0.13 0.47 -0.89 0.87 -0.73 -0.80 0.36 0.37

This record from OMol25 describes a molecular structure, C6H17LiO5 at a distorted geometry. The level of theory is ωB97M-V/def2-TZVPD.

```
! RIJCOSX wB97M-V def2-TZVPD def2/J DEFGRID3
* xyz 0 1
Li 0.2729 0.8139 1.2305
C 5.2997 -0.3645 -1.4969
C 4.9057 -0.3066 -0.0170
O 4.1117 0.8071 0.3536
H 5.7897 0.6057 -1.5792
H 4.4716 -0.2520 -2.1968
H 6.0061 -1.1359 -1.8036
H 5.8425 -0.3629 0.5373
H 4.3598 -1.2476 0.0501
C -1.6159 4.1379 1.9515
C -2.1526 3.2331 3.1163
O -1.1589 2.3248 3.5089
O -1.4871 3.4406 0.7115
H -0.6272 4.5330 2.1848
H -2.3358 4.9191 1.7075
H -2.9968 2.6103 2.8201
H -2.4827 3.7953 3.9898
H -1.4082 1.9104 4.3382
H -0.8671 3.8538 0.1061
C -2.4437 -3.5769 -2.7294
C -2.6905 -2.5761 -1.5892
O -1.4896 -2.4902 -0.8396
O -2.7702 -4.8983 -2.4064
H -1.4244 -3.6002 -3.1149
H -3.0223 -3.2781 -3.6035
H -3.5913 -2.7470 -0.9998
H -2.9394 -1.6204 -2.0504
H -1.3878 -3.3725 -0.4752
H -2.1683 -5.1558 -1.7043
*
```

Gap between HOMO and LUMO ... 0.1500 hartree

Taken from the natural (NBO) analysis, the atomic charges in e are: 0.90 -0.64 -0.06 -0.96 0.19 0.18 0.18 0.11 0.09 -0.09 -0.09 -0.75 -0.76 0.19 0.18 0.17 0.18 0.48 0.49 -0.10 -0.11 -0.71 -0.70 0.18 0.18 0.18 0.18 0.46 0.45

This record from OMol25 describes a molecular structure, C17H49FO8S7Tl at a distorted geometry. The level of theory is ωB97M-V/def2-TZVPD.

```
! RIJCOSX wB97M-V def2-TZVPD def2/J DEFGRID3
* xyz 1 1
Tl 0.3209 0.0659 -0.2765
F 1.5332 0.9471 -2.8396
C -1.9600 3.0101 3.2192
C -1.7524 1.4299 3.1995
C -2.8366 0.7942 4.0552
O -1.5051 1.0530 1.8833
H -2.9042 3.2132 2.7139
H -1.0108 3.4316 2.8882
H -2.0243 3.5696 4.1524
H -0.7667 1.3368 3.6554
H -3.6854 0.7739 3.3717
H -3.1525 1.3483 4.9391
H -2.5359 -0.1899 4.4147
C 0.7521 5.3706 -0.0003
S -0.1365 4.1900 -1.2169
O 0.5173 2.8424 -0.7987
C -1.7639 4.1726 -0.2803
H 0.5537 5.0213 1.0130
H 0.4048 6.3846 -0.1987
H 1.8399 5.3361 -0.0602
H -1.7895 3.2500 0.2995
H -2.6112 4.2327 -0.9635
H -2.0051 4.8630 0.5280
C 4.7511 2.6168 1.3119
S 2.9259 3.0648 1.4153
O 2.1972 1.7123 1.2522
C 2.7657 3.5928 3.1535
H 4.9756 1.9782 0.4576
H 4.9261 1.9420 2.1498
H 5.5424 3.3408 1.5063
H 2.7053 2.6665 3.7249
H 1.8434 4.1721 3.1955
H 3.5739 4.2136 3.5401
C -4.3678 1.5237 -0.0776
S -3.6017 1.3937 -1.7375
O -2.1040 1.2245 -1.4465
C -4.1650 -0.2895 -2.0516
H -4.4635 0.6227 0.5282
H -5.3896 1.9011 -0.0369
H -3.7044 2.1903 0.4735
H -5.2539 -0.3045 -2.0057
H -3.6434 -0.9960 -1.4059
H -3.9237 -0.5981 -3.0687
C 3.0081 -4.1171 0.1501
S 1.1246 -3.9467 0.1722
O 0.6786 -2.7005 -0.6369
C 0.6455 -5.3468 -0.9292
H 3.5038 -3.7160 1.0341
H 3.4902 -3.9212 -0.8077
H 3.1267 -5.1725 0.3954
H 0.9804 -6.2868 -0.4908
H 1.2127 -5.2705 -1.8569
H -0.4142 -5.3419 -1.1845
C -3.8460 -2.1556 2.1091
S -2.0887 -2.7831 1.9089
O -1.6668 -1.8863 0.7580
C -2.6131 -4.3297 1.0528
H -4.0511 -1.3474 2.8112
H -4.4289 -3.0111 2.4502
H -4.2274 -1.9153 1.1166
H -3.0284 -5.1561 1.6296
H -1.8041 -4.6314 0.3876
H -3.2641 -4.0736 0.2168
C 0.7911 -2.1872 -3.6831
S -1.0632 -2.0695 -3.5002
O -1.2969 -1.3513 -2.1984
C -1.3493 -0.9058 -4.9493
H 1.2352 -1.3931 -4.2834
H 0.9078 -3.1164 -4.2408
H 1.4054 -2.4042 -2.8093
H -0.9637 0.0912 -4.7363
H -2.4195 -0.9165 -5.1558
H -0.9646 -1.2827 -5.8970
C 4.7078 -1.0338 -2.7608
S 4.1950 -0.1702 -1.2130
O 2.8593 -0.6972 -0.7233
C 5.3797 -0.9252 -0.0866
H 5.7172 -1.4417 -2.8140
H 4.5314 -0.3365 -3.5798
H 4.0834 -1.9270 -2.7850
H 4.9197 -1.8560 0.2451
H 5.5296 -0.2671 0.7693
H 6.3855 -1.1152 -0.4614
*
```

Gap between HOMO and LUMO ... 0.1509 hartree

Taken from the Mulliken analysis, the atomic charges in e are: 1.48 -0.71 -0.87 0.42 -1.36 -0.21 0.33 -0.07 0.48 0.29 0.25 0.41 0.30 -0.78 0.22 -0.34 -0.35 0.03 0.41 0.35 -0.54 0.51 0.52 -1.17 0.65 -0.58 -0.95 0.20 0.32 0.46 0.29 0.26 0.41 -0.09 0.30 -0.39 -0.51 -0.08 0.57 -0.30 0.48 -0.09 0.16 -1.09 0.40 -0.47 -1.14 0.29 0.26 0.55 0.45 0.37 0.30 -0.72 0.36 -0.26 -0.50 0.18 0.45 0.10 0.44 -0.21 0.30 -0.63 0.43 -0.44 -1.10 0.32 0.55 -0.21 0.31 0.39 0.45 -0.96 0.47 -0.30 -0.60 0.40 0.35 0.17 -0.01 0.21 0.44

This record from OMol25 describes C4H13O2PSi2 in the gas phase at a distorted geometry. The level of theory is ωB97M-V/def2-TZVPD.

```
! RIJCOSX wB97M-V def2-TZVPD def2/J DEFGRID3
* xyz 0 1
C -2.2810 -2.8775 -0.7414
C 0.2495 3.0299 -1.1988
C -0.8360 -2.3498 -0.7408
C 1.2309 2.4797 -0.0479
O -1.5034 0.2601 0.4065
O -2.5591 2.6224 0.5517
Si -0.5924 -0.9747 0.5687
Si 1.1866 0.6157 -0.0192
P -2.8753 1.3013 -0.1334
H -2.4580 -3.5991 0.0683
H -2.9429 -2.0371 -0.5847
H -2.2747 -3.2686 -1.7786
H -0.6404 3.0000 -0.6180
H 0.3760 4.0674 -1.4838
H 0.2178 2.2798 -2.1465
H -0.5619 -2.1580 -1.7790
H -0.2846 -3.2342 -0.5172
H 0.9650 3.0394 0.8568
H 2.2460 2.7409 -0.1900
H -0.3580 -1.5015 2.0360
H 2.0085 0.3222 -1.3296
H -2.0979 1.2149 -1.3879
*
```

Gap between HOMO and LUMO (spin up / spin down) ... 0.1835 / 0.1835 hartree

Taken from the natural (NBO) analysis, the atomic charges in e are: -0.61 -0.61 -0.88 -0.94 -1.25 -1.14 1.44 1.08 1.19 0.21 0.22 0.23 0.27 0.23 0.20 0.24 0.24 0.26 0.24 -0.17 -0.21 -0.23

Energy relative to the best compared isomer or geometry (same formula, charge and spin), respectively: 25.67, 389.83, 47.38, 185.62, 322.39, 390.31 kJ/mol.
E_tot, respectively: -144806.307, -9072.258, -11352.521, -16934.800, -118041.424, -33495.149 eV.